{
  "formula": "C4H8N2O2",
  "method": "ωB97M-V/def2-TZVPD",
  "species": ["O", "O", "N", "N", "C", "C", "C", "C", "H", "H", "H", "H", "H", "H", "H", "H"],
  "positions_angstrom": [[0.89, -1.17, 1.07], [-2.07, 0.06, 0.90], [0.01, 1.97, -0.30], [2.52, 0.22, 0.17], [-0.96, -0.35, 0.27], [-1.23, -1.65, -0.43], [1.23, -0.11, 0.42], [0.09, 0.60, 0.01], [-1.94, 0.98, 1.17], [-0.37, -1.98, -1.00], [3.23, -0.48, 0.35], [-1.48, -2.42, 0.30], [0.21, 2.24, -1.26], [-2.09, -1.52, -1.10], [-0.75, 2.63, -0.13], [2.71, 0.99, -0.45]],
  "homo_energy_ev": -7.22,
  "smiles": "C/C(O)=C(/N)C(N)=O"
}

{
  "formula": "C42H49B2N9O3PdTe",
  "method": "ωB97M-V/def2-TZVPD",
  "species": ["Te", "Pd", "O", "O", "O", "N", "N", "N", "N", "N", "N", "N", "N", "N", "C", "C", "C", "C", "C", "C", "C", "C", "C", "C", "C", "C", "C", "C", "C", "C", "C", "C", "C", "C", "C", "C", "C", "C", "C", "C", "C", "C", "C", "C", "C", "C", "C", "C", "C", "C", "C", "C", "C", "C", "C", "C", "B", "B", "H", "H", "H", "H", "H", "H", "H", "H", "H", "H", "H", "H", "H", "H", "H", "H", "H", "H", "H", "H", "H", "H", "H", "H", "H", "H", "H", "H", "H", "H", "H", "H", "H", "H", "H", "H", "H", "H", "H", "H", "H", "H", "H", "H", "H", "H", "H", "H", "H"],
  "positions_angstrom": [[1.98, -2.24, -0.88], [2.07, 1.19, -0.92], [-2.47, 1.93, 0.30], [-2.70, -0.28, 0.83], [-0.45, 0.63, 0.39], [3.12, 2.80, -1.74], [1.48, -0.46, 0.27], [1.74, 2.67, 0.63], [5.19, 4.37, 2.38], [4.42, 1.41, 0.60], [4.23, 0.66, -0.50], [5.34, 3.62, 1.25], [2.81, 3.35, 1.11], [4.10, 3.33, -0.96], [3.24, 3.33, -2.96], [-2.33, -2.25, -1.56], [0.82, -4.78, -2.74], [2.44, -4.70, 0.77], [-7.63, 3.20, 2.47], [6.41, 4.65, 2.79], [0.65, 3.40, 0.89], [3.06, -3.74, 1.76], [2.42, -6.05, 1.06], [4.81, 4.20, -1.69], [2.38, 4.50, 1.68], [0.33, -0.32, 0.86], [6.66, 3.41, 0.99], [-3.85, -1.05, -3.16], [-2.49, -1.33, -2.59], [-1.36, -0.69, -3.09], [1.09, -0.30, -3.24], [-5.18, -0.20, 1.16], [0.04, -1.96, -1.61], [4.79, -0.52, -0.26], [-8.59, 2.30, 0.34], [-6.26, 0.68, 1.18], [1.34, -6.52, -1.03], [4.30, 4.23, -2.97], [-6.13, 2.04, 0.88], [-0.11, -1.06, 2.07], [-1.09, -2.57, -1.03], [1.85, -6.98, 0.19], [1.01, 4.56, 1.57], [-3.82, 1.67, 0.54], [1.76, -8.43, 0.57], [-3.96, 0.33, 0.85], [-4.87, 2.54, 0.54], [7.39, 4.06, 1.95], [-0.09, -1.00, -2.63], [5.37, -0.55, 1.01], [-7.12, 4.31, 0.29], [5.11, 0.71, 1.52], [1.89, -4.29, -0.45], [-7.35, 2.96, 0.97], [-1.05, -3.55, 0.12], [1.35, -5.18, -1.38], [4.19, 2.96, 0.54], [-1.84, 0.74, 0.51], [-9.41, 3.01, 0.34], [-4.63, -1.18, -2.42], [0.61, -5.67, -3.34], [-6.35, 4.90, 0.80], [5.37, 1.14, 2.47], [-8.92, 1.42, 0.90], [5.93, -1.34, 1.47], [1.10, -8.55, 1.42], [-6.85, 4.19, -0.76], [0.65, -1.77, 2.37], [6.56, 5.25, 3.67], [-4.05, -1.75, -3.98], [-0.11, -4.22, -2.67], [1.39, 0.56, -2.61], [4.84, -1.27, -1.04], [-3.91, -0.04, -3.57], [-0.33, 3.07, 0.59], [3.08, 5.16, 2.16], [2.84, -6.40, 2.00], [0.83, 0.10, -4.22], [2.55, 3.08, -3.74], [-8.39, 2.00, -0.69], [-7.23, 0.29, 1.46], [-7.82, 2.27, 2.99], [2.74, -8.80, 0.87], [-0.25, -0.32, 2.87], [1.39, -9.03, -0.25], [1.97, -0.93, -3.35], [-3.21, -2.73, -1.14], [4.64, 4.83, -3.80], [2.75, -2.70, 1.59], [0.93, -7.24, -1.73], [-8.05, 4.89, 0.33], [6.99, 2.81, 0.15], [-1.07, -1.56, 1.92], [-1.47, 0.06, -3.86], [-5.30, -1.25, 1.40], [-4.72, 3.58, 0.29], [-0.22, -3.36, 0.81], [-1.98, -3.48, 0.69], [5.62, 4.76, -1.25], [1.55, -4.18, -3.30], [-8.51, 3.84, 2.57], [-0.95, -4.57, -0.23], [0.35, 5.34, 1.92], [2.79, -4.01, 2.78], [-6.78, 3.70, 2.94], [8.46, 4.11, 2.06], [4.15, -3.78, 1.69]],
  "total_charge": 2,
  "homo_energy_ev": [-12.96, -12.96]
}

{
  "formula": "C5H12O2",
  "method": "ωB97M-V/def2-TZVPD",
  "species": ["O", "O", "C", "C", "C", "C", "C", "H", "H", "H", "H", "H", "H", "H", "H", "H", "H", "H", "H"],
  "positions_angstrom": [[0.82, -0.30, 1.23], [2.17, 1.66, -0.91], [-0.91, -1.24, -0.22], [-0.07, 1.11, -0.53], [0.92, 2.18, -0.15], [-1.22, -2.39, 0.73], [-0.36, 0.00, 0.50], [2.36, 2.09, -1.75], [-1.81, -0.95, -0.79], [0.79, 0.78, -1.22], [1.53, -0.42, 0.58], [1.24, 2.16, 0.90], [-2.02, -2.12, 1.42], [0.66, 3.19, -0.49], [-0.34, -2.64, 1.32], [-0.96, 1.43, -1.10], [-1.54, -3.28, 0.18], [-1.09, 0.29, 1.28], [-0.16, -1.55, -0.97]],
  "homo_energy_ev": -10.10,
  "smiles": "CC[C@@H](O)CCO"
}

- What is the formula in the first record?
  C4H8N2O2